Computed, not measured: a molecular structure, C57H52AsN5O3SW in a non-equilibrium geometry, with ωB97M-V/def2-TZVPD.

```
120
Properties=species:S:1:pos:R:3
W -1.1030 0.0830 -0.5669
O -2.1200 0.5028 -2.3948
C -1.9051 -0.0281 -3.5636
C -2.2721 0.6758 -4.7331
C -1.9770 0.1825 -5.9816
C -1.3570 -1.0610 -6.1575
C -1.1009 -1.8183 -5.0392
C -1.3721 -1.3260 -3.7541
C -1.4208 -2.2329 -2.6458
N -1.6105 -1.8847 -1.4273
C -2.1385 -2.9297 -0.5453
C -2.9169 -2.2039 0.5162
N -2.0629 -1.1218 0.9979
C -2.1691 -0.8522 2.2497
C -1.4081 0.1023 2.9828
C -1.5763 0.1598 4.3809
C -0.7730 0.9525 5.1590
C 0.2366 1.7024 4.5367
C 0.4139 1.6722 3.1760
C -0.4230 0.8837 2.3594
O -0.2082 0.8916 1.0680
H -2.7605 1.6306 -4.6130
H -2.2411 0.7688 -6.8547
H -1.1272 -1.4298 -7.1472
H -0.6942 -2.8190 -5.1380
H -1.4795 -3.2930 -2.8951
H -1.3323 -3.5170 -0.1048
H -2.7931 -3.5901 -1.1150
H -3.1764 -2.8736 1.3398
H -3.8318 -1.7736 0.1002
H -2.8865 -1.4295 2.8335
H -2.3539 -0.4440 4.8360
H -0.9047 0.9916 6.2314
H 0.8915 2.3169 5.1429
H 1.1975 2.2419 2.6947
S -3.2731 1.3151 0.2008
C -3.0638 3.0565 0.2038
C -4.1049 3.8236 0.7610
C -4.0745 5.2010 0.7384
C -3.0091 5.8830 0.1493
C -1.9731 5.1495 -0.3924
C -1.9852 3.7535 -0.3465
As -0.5273 2.7497 -1.0740
C -0.3236 3.5846 -2.8072
C 0.8893 4.0897 -3.2598
C 0.9654 4.6971 -4.5061
C -0.1650 4.7937 -5.3032
C -1.3780 4.2922 -4.8492
C -1.4599 3.6949 -3.6012
C 1.0368 3.3385 -0.0994
C 2.2638 2.7617 -0.4182
C 3.4088 3.1147 0.2796
C 3.3360 4.0520 1.3026
C 2.1164 4.6291 1.6219
C 0.9669 4.2724 0.9266
H -4.9481 3.3053 1.2000
H -4.8959 5.7569 1.1744
H -2.9955 6.9642 0.1145
H -1.1418 5.6634 -0.8638
H 1.7818 4.0118 -2.6516
H 1.9130 5.0890 -4.8531
H -0.1052 5.2690 -6.2744
H -2.2655 4.3746 -5.4649
H -2.4122 3.3341 -3.2308
H 2.3326 2.0289 -1.2119
H 4.3550 2.6536 0.0241
H 4.2280 4.3309 1.8491
H 2.0515 5.3566 2.4216
H 0.0169 4.7106 1.2041
N 0.5354 -0.1552 -1.4857
C 1.6690 -0.3473 -2.0277
C 2.7225 -1.0847 -1.2619
C 3.0211 -0.7188 0.0461
C 3.9631 -1.4319 0.7749
C 4.6126 -2.5160 0.2017
C 4.3263 -2.8787 -1.1086
C 3.3926 -2.1612 -1.8402
C 2.1050 0.3086 -3.2973
C 1.1875 0.7840 -4.2329
C 1.6075 1.4338 -5.3814
C 2.9604 1.6403 -5.6112
C 3.8865 1.1936 -4.6794
C 3.4663 0.5281 -3.5376
H 2.4781 0.1014 0.5003
H 4.1777 -1.1493 1.7982
H 5.3417 -3.0764 0.7733
H 4.8339 -3.7213 -1.5620
H 3.1729 -2.4359 -2.8663
H 0.1329 0.6656 -4.0498
H 0.8683 1.7956 -6.0856
H 3.2924 2.1521 -6.5060
H 4.9443 1.3610 -4.8408
H 4.2013 0.1823 -2.8224
C -2.7451 -3.9250 4.7258
C -1.6003 -4.8031 4.2405
N -0.3730 -4.6257 5.0022
C -0.3976 -4.9255 6.4328
C -0.5140 -3.6862 7.3097
C 0.8073 -4.1985 4.4800
O 1.8007 -4.0319 5.1692
C 0.8608 -3.9328 3.0016
C 1.1311 -4.9350 2.0825
C 1.2276 -4.5957 0.7440
C 1.0283 -3.2722 0.3782
N 0.7717 -2.3006 1.2471
C 0.7092 -2.6326 2.5335
H -3.6097 -4.0443 4.0699
H -2.4502 -2.8742 4.7257
H -3.0613 -4.1868 5.7357
H -1.3881 -4.5796 3.1972
H -1.8958 -5.8570 4.2864
H 0.5243 -5.4546 6.6737
H -1.2305 -5.6109 6.6042
H 0.3647 -3.0566 7.1781
H -0.5790 -3.9708 8.3611
H -1.4008 -3.1032 7.0610
H 1.2644 -5.9585 2.4127
H 1.4562 -5.3362 -0.0110
H 1.0588 -2.9828 -0.6653
H 0.5372 -1.8212 3.2343
```

E_tot = -5403.919527 Eh
Molecular weight = 1145.9 g/mol
Frontier orbital gap (alpha / beta) = 5.9 / 5.9 eV
Total charge = 0
HOMO (alpha / beta) = -6.01 / -6.01 eV
2S+1 = 1
Energy relative to the best compared isomer or geometry (same formula, charge and spin) = 0.0 kcal/mol

Here are the Mulliken charges for atoms 1 to 2, given in e:
1. W 0.31
2. O -0.64

***

Computed, not measured: a molecular structure, C44H45AsO6SSbV in a non-equilibrium geometry, with ωB97M-V/def2-TZVPD.

```
99
Properties=species:S:1:pos:R:3
V 0.2490 1.3230 -2.3155
C 1.9896 -2.8701 -0.0567
C 1.7707 -3.4579 -1.4566
C 1.7388 -4.9884 -1.4014
C 0.5478 -2.8854 -2.1260
C 0.7602 -1.6197 -2.9189
C -0.3553 -1.3814 -3.8847
C -1.5955 -1.9099 -3.7093
C -2.7398 -1.4995 -4.5984
C -1.7971 -2.9110 -2.7417
C -0.7031 -3.4120 -2.0247
H 2.9618 -3.1617 0.3415
H 1.2180 -3.2139 0.6289
H 1.9503 -1.7813 -0.1101
H 2.6402 -3.1627 -2.0627
H 0.9071 -5.3380 -0.7946
H 2.6628 -5.3701 -0.9668
H 1.6178 -5.3972 -2.4039
H 1.7260 -1.7095 -3.4770
H -0.1626 -0.6725 -4.6780
H -3.0084 -2.3093 -5.2850
H -2.4581 -0.6224 -5.1757
H -3.6146 -1.2538 -3.9954
H -2.7783 -3.3421 -2.5986
H -0.8678 -4.2741 -1.3885
O 4.0092 2.2770 -1.1165
As 2.6978 0.8015 -1.2772
O 0.8753 -0.5116 -2.0481
O 1.3469 1.6367 -0.7786
C 3.0138 0.7691 -3.2391
C 4.0050 -0.1721 -3.5364
C 4.4012 -0.4417 -4.8326
C 3.8356 0.2704 -5.8827
C 2.8758 1.2252 -5.6033
C 2.4609 1.4640 -4.3027
S 1.0203 2.5349 -4.2172
O 0.9160 3.2276 -2.9434
O 1.1292 3.4370 -5.3537
O -0.0843 1.5723 -4.3457
H 4.8688 1.9180 -1.3414
H 4.4569 -0.7029 -2.6931
H 5.1477 -1.2010 -5.0367
H 4.1391 0.0781 -6.9050
H 2.4137 1.8064 -6.3878
C -2.2709 3.7070 2.9074
C -1.1807 3.4919 3.9123
C -1.1691 4.2346 5.0832
C -0.1763 4.0662 6.0367
C 0.8362 3.1516 5.7980
C 0.8309 2.4117 4.6284
C -0.1731 2.5460 3.6779
Sb -0.1053 1.4754 1.7190
C 1.6989 0.3695 2.3593
C 2.8508 0.8756 1.7715
C 4.0854 0.2628 1.9219
C 4.1872 -0.8842 2.6890
C 3.0572 -1.3704 3.3209
C 1.8169 -0.7572 3.1840
C 0.6622 -1.3189 3.9580
C -1.6510 0.0808 2.4985
C -2.3014 0.3143 3.7020
C -3.3327 -0.4981 4.1426
C -3.7466 -1.5614 3.3599
C -3.1136 -1.7955 2.1537
C -2.0620 -0.9966 1.7126
C -1.3492 -1.3833 0.4637
H -2.9534 4.4908 3.2342
H -2.8373 2.7903 2.7457
H -1.8411 3.9847 1.9450
H -1.9493 4.9665 5.2576
H -0.1878 4.6540 6.9467
H 1.6330 3.0259 6.5208
H 1.6294 1.7057 4.4431
H 2.7899 1.7744 1.1708
H 4.9540 0.6816 1.4304
H 5.1346 -1.3974 2.7981
H 3.1348 -2.2590 3.9367
H 1.0172 -2.0140 4.7190
H -0.0232 -1.8449 3.2972
H 0.1072 -0.5190 4.4416
H -1.9738 1.1332 4.3260
H -3.8044 -0.3033 5.0989
H -4.5492 -2.2089 3.6951
H -3.4354 -2.6271 1.5404
H -1.9789 -1.9964 -0.1742
H -0.4761 -1.9787 0.7194
H -0.9953 -0.5335 -0.1252
C -1.3409 1.2476 -1.6432
C -2.6256 1.3950 -1.1360
C -3.5864 0.3528 -1.1428
C -4.8523 0.5671 -0.6535
C -5.2276 1.8090 -0.1535
C -4.3062 2.8509 -0.1565
C -3.0301 2.6540 -0.6214
H -3.2917 -0.6025 -1.5551
H -5.5841 -0.2326 -0.6640
H -6.2254 1.9640 0.2352
H -4.6080 3.8256 0.2080
H -2.2991 3.4543 -0.6436
```

E_tot = -5973.240892 Eh
Molecular weight = 949.5 g/mol
Frontier orbital gap (alpha / beta) = 5.2 / 4.9 eV
Total charge = -2
HOMO (alpha / beta) = -0.84 / -0.55 eV
2S+1 = 3
Energy relative to the best compared isomer or geometry (same formula, charge and spin) = 101.8 kcal/mol

Here are the Mulliken charges for atoms 1 to 2, given in e:
1. V -0.63
2. C -1.53